DFT (ωB97M-V/def2-TZVPD) results for a structure of composition C7H12Br6F3InO3S at a distorted geometry.

```
33
Properties=species:S:1:pos:R:3:forces:R:3
In 2.722865 4.569297 2.385048 -0.30 -0.14 -0.07
Br 4.752945 2.487039 -2.188525 0.06 0.22 -0.08
Br -0.242164 -1.925872 3.420541 0.16 -0.01 -0.06
Br 1.800116 -0.956466 -1.651882 -0.17 -0.27 -0.28
Br -4.430387 -2.621326 -0.709026 0.04 -0.08 -0.03
Br 2.109859 -3.962613 2.041422 -0.02 -0.07 0.01
Br -2.835326 -0.752536 -2.792382 0.15 -0.01 0.08
S 0.696744 2.127960 1.879782 0.11 0.25 0.82
F -0.101558 0.787433 -0.144634 -0.24 -0.07 -0.17
F -1.712345 1.286179 1.191183 -0.36 0.10 0.16
F -0.870011 2.809867 -0.109560 -0.26 0.13 -0.09
O 0.725966 0.947340 2.701961 0.02 0.03 -0.38
O 0.303826 3.360868 2.540072 0.00 0.08 0.05
O 1.887838 2.377344 1.062597 0.25 -0.14 -0.18
C -4.068283 -0.764728 -0.297380 0.54 0.17 0.45
C 0.201634 -1.996471 1.556818 0.17 -0.26 -0.03
C 2.575696 0.792808 -1.705332 -0.19 0.91 1.68
C -0.606175 1.764153 0.645232 0.70 -0.12 -0.19
C -4.150108 0.001849 -1.573618 -0.71 -0.09 -0.37
C 3.916927 0.787997 -2.361141 0.27 -1.05 -0.83
C 0.487634 -3.431196 1.179220 -0.47 0.14 -0.37
H 2.688549 1.054390 -0.638424 0.06 -0.25 -0.08
H 3.802964 0.515079 -3.412686 0.11 0.47 -0.10
H -3.060928 -0.752148 0.111433 -0.03 0.04 0.04
H -0.600188 -1.530247 0.987549 -0.09 -0.01 0.08
H -0.291168 -4.140009 1.445786 0.01 0.02 0.16
H 4.565758 0.014222 -1.956723 0.07 0.20 0.30
H 0.599805 -3.470231 0.087339 0.38 -0.12 0.07
H -4.021496 1.076194 -1.463614 0.33 -0.01 -0.04
H -5.093023 -0.192373 -2.079565 -0.05 0.19 0.04
H 1.118576 -1.420085 1.405844 -0.13 0.32 0.11
H -4.748084 -0.403069 0.472690 -0.25 -0.17 -0.12
H 1.873540 1.559352 -2.030024 -0.17 -0.39 -0.58
```
Forces are in eV/Å.

Computed properties:
net charge: +2
ΔE to the lowest compared entry with this formula, charge and spin: 0.0 kJ/mol
energy: -16830.8166 Eh

***

DFT (ωB97M-V/def2-TZVPD) results for a structure of composition C21H12N6O2ReS5 at a distorted geometry.

```
47
Properties=species:S:1:pos:R:3:forces:R:3
Re 0.172300 -0.420900 -0.627800 -1.24 2.26 1.49
S -0.068100 3.400300 2.463300 -0.09 0.01 -0.17
S -3.004200 -7.180100 0.590500 0.51 0.95 -0.17
S -0.976000 4.374600 -0.222100 0.03 -0.08 -0.01
S 0.069900 0.564300 1.566500 -0.38 0.36 -2.75
S -0.718200 1.681000 -1.443400 0.69 -0.91 1.70
O 6.202400 2.049800 0.593600 0.01 0.01 -0.14
O -0.687000 5.920200 1.903700 0.00 0.09 0.04
N 4.965400 0.918600 2.094600 -0.11 -0.16 0.56
N 2.099400 0.273800 -0.993000 0.74 -0.12 -0.16
N -1.462800 -6.757200 0.434200 0.76 -0.24 -0.01
N 0.717400 -2.448300 -0.229600 -0.06 -0.06 -0.01
N -1.692300 -1.323600 -0.359600 -0.22 -0.68 -0.02
N -3.643600 -5.719100 0.424700 -0.75 0.46 0.00
C -0.596100 2.687900 -0.062600 -0.13 0.16 -1.09
C -0.200800 -4.667600 0.073400 0.56 0.75 -0.12
C 2.162200 -4.349300 -0.039200 -0.18 -0.01 0.01
C 4.631700 1.287400 -1.558300 -0.21 -0.09 0.22
C 2.986700 0.512100 -0.012000 0.40 0.15 0.35
C -0.601100 4.829000 1.472600 0.05 -0.32 0.02
C -2.876800 -0.717900 -0.324200 -0.51 0.40 0.00
C -2.676200 -4.831200 0.239800 0.47 -1.33 0.13
C -4.057900 -2.757000 0.083300 0.27 0.18 -0.07
C -4.074600 -1.388500 -0.093700 0.15 -0.25 -0.01
C 1.090400 -5.204400 0.099600 -0.10 0.32 -0.03
C -0.201000 2.236700 1.189400 0.34 -0.79 1.07
C 2.482100 0.513300 -2.255100 0.31 0.09 -0.53
C 5.238700 1.374500 0.860600 -0.03 0.05 -0.32
C -0.351300 -3.277200 -0.114400 0.09 -0.87 0.15
C 4.251400 1.022900 -0.240800 -0.05 -0.05 -0.18
C -1.654800 -2.664900 -0.154400 -0.76 -0.49 0.16
C 3.732300 1.013700 -2.578100 -0.17 -0.08 0.14
C -2.825700 -3.421900 0.049600 0.24 0.84 -0.11
C 1.934600 -2.983900 -0.189400 0.45 -0.18 0.01
C -1.385600 -5.446200 0.244500 -1.39 -0.45 0.11
H 5.620600 1.149100 2.828200 -0.05 -0.02 -0.07
H -2.877800 0.354300 -0.479300 0.04 -0.11 0.03
H 3.171900 -4.725700 -0.024200 0.12 0.04 0.00
H 5.613400 1.704300 -1.741200 0.01 0.03 -0.01
H 4.207300 0.299100 2.321200 0.15 0.06 -0.05
H -4.997800 -0.830400 -0.051600 0.00 0.04 -0.05
H 2.633400 0.298600 0.988300 0.05 0.09 -0.06
H 2.774600 -2.307200 -0.273000 -0.04 0.06 -0.04
H 3.981200 1.196900 -3.611500 0.01 0.00 -0.07
H 1.748800 0.305700 -3.029300 0.08 0.06 0.02
H -4.955600 -3.329500 0.255600 -0.14 -0.02 0.02
H 1.207100 -6.267500 0.233400 0.10 -0.15 0.02
```
Forces are in eV/Å.

Computed properties:
net charge: +2
spin multiplicity: 2
energy: -3355.2402 Eh

***

DFT (ωB97M-V/def2-TZVPD) results for a cluster of 10 separate species, C5H30N2O10 in total at a distorted geometry.

```
47
Properties=species:S:1:pos:R:3:forces:R:3
O 0.053406 -1.851589 3.243741 0.11 -0.43 -0.42
O 0.709290 3.236707 -1.192770 0.51 -0.13 0.11
O 2.303379 -0.218781 -3.629341 0.81 -0.35 -1.12
O 3.128513 -0.361839 -0.987957 0.22 -0.93 0.32
O -2.174041 -2.920584 1.332981 -0.76 0.52 0.46
O 3.029717 1.131534 1.623597 -0.18 1.08 -0.61
O -1.841624 4.380958 -0.132697 0.02 0.33 0.02
O -4.049360 -1.100521 0.734672 0.25 0.21 -1.28
O -0.795360 -2.944543 -3.850382 0.24 0.42 0.35
O 0.968435 3.289501 1.598245 0.31 -0.05 0.00
N -0.237076 0.323694 -2.338052 -0.02 0.01 0.62
N -0.114306 -1.289804 1.011594 -0.33 1.05 1.87
C -0.286477 -0.076743 0.177168 0.55 -2.39 -0.67
C 1.151544 -1.973104 0.816157 0.13 0.36 -1.10
C -0.465343 -1.178675 2.371616 0.49 0.33 0.55
C -1.413345 -0.103857 2.825013 -0.99 0.63 -0.92
C -0.664861 -0.593366 -1.202185 -0.32 1.26 -2.22
H -1.736829 -0.626396 -1.402545 -0.23 -0.52 1.15
H 3.228248 0.054234 -1.848011 -0.22 0.36 0.11
H 0.687425 0.414074 0.174023 -0.23 0.61 -0.24
H -0.745823 -3.144722 -2.909721 -0.18 -0.37 -0.03
H -0.217154 1.279653 -1.985690 0.25 -0.01 0.17
H -1.092117 0.512796 0.533049 -0.26 0.75 0.45
H -1.022584 0.363171 -2.979588 0.14 -0.14 -0.21
H -0.880529 0.833214 2.990865 0.24 -0.04 0.02
H 0.870291 3.914100 2.322269 -0.11 0.13 -0.06
H 1.835853 2.880768 1.732487 -0.10 -0.28 0.10
H 3.897140 1.287894 2.002180 0.10 -0.37 0.11
H -2.180023 0.126691 2.084016 -0.01 -0.06 -0.04
H -2.317811 3.576234 0.072504 0.01 -0.19 -0.01
H -1.955505 -0.343596 3.732091 0.37 -0.43 0.19
H -2.421948 -3.704240 1.821636 0.26 -0.51 -0.41
H -1.613800 -3.049857 0.569019 0.22 -0.59 0.13
H -3.362113 -1.743014 1.009412 -0.67 0.30 0.60
H 1.145054 -2.539464 -0.103760 -0.25 -0.64 -0.19
H -4.598405 -0.729245 1.417469 0.18 -0.30 0.62
H 2.664737 0.324075 1.962900 -0.01 -0.67 0.62
H -1.018093 4.108037 -0.555801 -0.07 -0.14 -0.05
H 1.903198 -0.529029 -4.447620 0.55 -0.06 -0.33
H 1.513191 -0.010095 -3.155605 -1.43 0.48 1.30
H 1.901355 -1.233939 0.525545 0.29 -0.18 0.76
H 1.402576 -2.604260 1.656830 0.05 0.13 0.09
H 2.812362 0.198660 -0.274570 0.41 0.77 -0.59
H -0.269071 -1.580943 -1.426301 0.29 0.01 0.30
H -0.306202 -2.110947 -3.865647 -0.03 -0.04 -0.34
H 1.445860 2.910883 -1.720364 -0.10 0.07 -0.31
H 1.128246 3.416268 -0.332467 -0.50 0.01 0.15
```
Forces are in eV/Å.

Computed properties:
net charge: 0
ΔE to the lowest compared entry with this formula, charge and spin: 232.6 kJ/mol
energy: -1070.3925 Eh

***

DFT (ωB97M-V/def2-TZVPD) results for an isolated molecule of C8H14N4O at a distorted geometry.

```
27
Properties=species:S:1:pos:R:3:forces:R:3
O 2.063271 -1.590295 -0.132123 0.53 1.30 0.10
N 3.337938 -0.963123 0.165527 -0.69 -1.60 0.59
N 4.010673 1.290048 0.301510 -2.00 -1.12 -0.74
N 1.798688 0.644806 -0.191513 -3.14 -3.12 -0.37
N -1.588664 0.628004 -0.035302 -1.21 -0.63 -0.99
C 3.028822 0.289546 0.173028 2.34 1.51 -0.51
C -0.889459 -2.001974 -0.402268 1.10 0.18 1.58
C 1.203109 -0.599456 -0.371902 5.12 2.66 1.17
C 0.034405 -0.915103 -1.103402 -2.92 0.51 1.01
C -0.778786 0.388710 -1.218242 0.80 1.40 0.21
C -1.460026 -1.539125 1.156995 0.68 1.64 -3.49
C -1.285840 0.017545 1.253223 1.38 -0.34 -1.18
C -2.136570 1.955673 -0.095700 -1.64 -2.15 1.42
H -0.325425 -2.941078 -0.284774 -0.06 0.37 -0.04
H 3.598568 2.199503 0.350720 0.22 0.31 0.28
H -2.533578 -1.642984 0.988782 0.06 -0.61 0.86
H -2.788959 1.963009 0.785474 -0.50 0.64 -0.47
H -2.022043 0.367245 1.997973 0.75 0.26 -0.18
H -0.163823 1.382847 -1.287995 -0.29 -2.09 -0.60
H -0.982320 -1.975969 2.047853 -0.40 -0.49 -0.75
H -2.663242 2.081788 -1.031661 -0.42 0.14 -0.11
H -1.659885 -2.223484 -1.142114 -0.46 0.18 0.56
H 4.820077 1.070928 0.814586 0.80 -0.05 0.65
H 0.423509 -1.223915 -2.065210 -0.34 -0.35 -0.41
H -1.468716 2.739812 0.029859 1.85 1.61 0.10
H -1.374793 0.305982 -2.138429 -0.33 0.17 0.32
H -0.196921 0.291056 1.435103 -1.23 -0.34 1.00
```
Forces are in eV/Å.

Computed properties:
net charge: 0
ΔE to the lowest compared entry with this formula, charge and spin: 80.4 kJ/mol
energy: -607.4011 Eh

***

Please write out number 2 again, unchanged.
DFT (ωB97M-V/def2-TZVPD) results for a structure of composition C21H12N6O2ReS5 at a distorted geometry.

```
47
Properties=species:S:1:pos:R:3:forces:R:3
Re 0.172300 -0.420900 -0.627800 -1.24 2.26 1.49
S -0.068100 3.400300 2.463300 -0.09 0.01 -0.17
S -3.004200 -7.180100 0.590500 0.51 0.95 -0.17
S -0.976000 4.374600 -0.222100 0.03 -0.08 -0.01
S 0.069900 0.564300 1.566500 -0.38 0.36 -2.75
S -0.718200 1.681000 -1.443400 0.69 -0.91 1.70
O 6.202400 2.049800 0.593600 0.01 0.01 -0.14
O -0.687000 5.920200 1.903700 0.00 0.09 0.04
N 4.965400 0.918600 2.094600 -0.11 -0.16 0.56
N 2.099400 0.273800 -0.993000 0.74 -0.12 -0.16
N -1.462800 -6.757200 0.434200 0.76 -0.24 -0.01
N 0.717400 -2.448300 -0.229600 -0.06 -0.06 -0.01
N -1.692300 -1.323600 -0.359600 -0.22 -0.68 -0.02
N -3.643600 -5.719100 0.424700 -0.75 0.46 0.00
C -0.596100 2.687900 -0.062600 -0.13 0.16 -1.09
C -0.200800 -4.667600 0.073400 0.56 0.75 -0.12
C 2.162200 -4.349300 -0.039200 -0.18 -0.01 0.01
C 4.631700 1.287400 -1.558300 -0.21 -0.09 0.22
C 2.986700 0.512100 -0.012000 0.40 0.15 0.35
C -0.601100 4.829000 1.472600 0.05 -0.32 0.02
C -2.876800 -0.717900 -0.324200 -0.51 0.40 0.00
C -2.676200 -4.831200 0.239800 0.47 -1.33 0.13
C -4.057900 -2.757000 0.083300 0.27 0.18 -0.07
C -4.074600 -1.388500 -0.093700 0.15 -0.25 -0.01
C 1.090400 -5.204400 0.099600 -0.10 0.32 -0.03
C -0.201000 2.236700 1.189400 0.34 -0.79 1.07
C 2.482100 0.513300 -2.255100 0.31 0.09 -0.53
C 5.238700 1.374500 0.860600 -0.03 0.05 -0.32
C -0.351300 -3.277200 -0.114400 0.09 -0.87 0.15
C 4.251400 1.022900 -0.240800 -0.05 -0.05 -0.18
C -1.654800 -2.664900 -0.154400 -0.76 -0.49 0.16
C 3.732300 1.013700 -2.578100 -0.17 -0.08 0.14
C -2.825700 -3.421900 0.049600 0.24 0.84 -0.11
C 1.934600 -2.983900 -0.189400 0.45 -0.18 0.01
C -1.385600 -5.446200 0.244500 -1.39 -0.45 0.11
H 5.620600 1.149100 2.828200 -0.05 -0.02 -0.07
H -2.877800 0.354300 -0.479300 0.04 -0.11 0.03
H 3.171900 -4.725700 -0.024200 0.12 0.04 0.00
H 5.613400 1.704300 -1.741200 0.01 0.03 -0.01
H 4.207300 0.299100 2.321200 0.15 0.06 -0.05
H -4.997800 -0.830400 -0.051600 0.00 0.04 -0.05
H 2.633400 0.298600 0.988300 0.05 0.09 -0.06
H 2.774600 -2.307200 -0.273000 -0.04 0.06 -0.04
H 3.981200 1.196900 -3.611500 0.01 0.00 -0.07
H 1.748800 0.305700 -3.029300 0.08 0.06 0.02
H -4.955600 -3.329500 0.255600 -0.14 -0.02 0.02
H 1.207100 -6.267500 0.233400 0.10 -0.15 0.02
```
Forces are in eV/Å.

Computed properties:
net charge: +2
spin multiplicity: 2
energy: -3355.2402 Eh